1.
This record from OMol25 describes a single C17H26N4O3 molecule. The level of theory is wB97M-V/def2-TZVPD.

Values from the calculation:
LUMO energy in eV: 0.790
Structure (SMILES): CN1CCCC[C@@H]1C(=O)N(CCC(=O)NCc1ncco1)C1CC1
Energy above the lowest of the compared OMol25 structures with the same formula, charge and spin in eV: 2.1240
HOMO in eV: -8.6534

```
! wB97M-V def2-TZVPD RIJCOSX def2/J DEFGRID3
* xyz 0 1
C 2.24773 1.88112 1.64292
N 3.11878 0.83273 1.14358
C 4.17546 0.55028 2.10666
C 5.17043 -0.46082 1.56014
C 4.45477 -1.75054 1.17784
C 3.30089 -1.43556 0.23561
C 2.36871 -0.38702 0.84409
C 1.26827 -0.05281 -0.16427
O 1.56383 0.43854 -1.24058
N -0.04504 -0.19545 0.19338
C -1.02588 0.41639 -0.70138
C -1.25426 -0.35202 -2.00163
C -2.40438 0.26225 -2.77274
O -3.45642 0.56188 -2.23798
N -2.17683 0.44763 -4.10203
C -3.19428 0.97023 -4.99175
C -3.65111 -0.04740 -5.98232
N -3.40906 -0.08231 -7.24746
C -4.03462 -1.24122 -7.68995
C -4.62185 -1.84655 -6.64201
O -4.38692 -1.08786 -5.53229
C -0.59787 -1.00812 1.24298
C -1.21668 -2.34954 0.92503
C 0.05082 -2.27955 1.71208
H 1.52585 2.17108 0.87943
H 1.69784 1.57531 2.54970
H 2.84500 2.75883 1.88871
H 4.67813 1.49091 2.33822
H 3.74871 0.16947 3.05504
H 5.65551 -0.03510 0.67829
H 5.94429 -0.65098 2.30670
H 5.14549 -2.45605 0.71227
H 4.06749 -2.23328 2.08233
H 3.67281 -1.02680 -0.70593
H 2.73734 -2.34100 -0.00461
H 1.92937 -0.76805 1.77622
H -1.96832 0.49341 -0.16198
H -0.67976 1.42170 -0.94284
H -0.33586 -0.36376 -2.58674
H -1.53940 -1.38249 -1.78384
H -1.28094 0.19412 -4.48130
H -4.02513 1.28592 -4.36247
H -2.81835 1.82648 -5.54896
H -4.01061 -1.54430 -8.72200
H -5.20290 -2.74011 -6.50798
H -1.10652 -0.43160 2.00824
H -2.13958 -2.60681 1.42524
H -1.13388 -2.70500 -0.09149
H 0.94714 -2.61680 1.21530
H 0.02341 -2.48146 2.77373
*
```

2.
This record from OMol25 describes a molecular structure, C17H26N5O2RbS4. The level of theory is wB97M-V/def2-TZVPD.

Values from the calculation:
LUMO energy (alpha / beta) in eV: 3.619 / 3.618
HOMO (alpha / beta) in eV: 0.7899 / 0.7889

```
! wB97M-V def2-TZVPD RIJCOSX def2/J DEFGRID3
* xyz -2 1
Rb 0.00000 0.00000 0.00000
O -3.12710 2.03425 1.88284
C -2.74532 0.81272 1.77057
O -1.60722 0.38563 2.16262
C -3.82270 -0.19213 1.38957
C -4.94007 -0.23408 2.26079
C -6.01896 -1.09516 2.05029
C -6.01001 -1.94224 0.95168
C -4.92580 -1.92148 0.07236
C -3.83389 -1.05741 0.27551
S -2.60522 -1.12169 -0.93530
H -4.94472 0.44032 3.11486
H -6.85463 -1.09125 2.73931
H -6.83895 -2.61337 0.76364
H -4.93842 -2.58207 -0.79116
C 2.68186 -4.61167 0.95591
C 1.30925 -4.39469 1.59615
S 0.37837 -2.86479 1.24278
C 1.51804 -1.52421 1.82550
C 2.91936 -1.23307 1.22990
S 3.04549 -0.60575 -0.49835
C 4.22816 -1.77366 -1.27736
C 4.35128 -3.23161 -0.82075
S 2.79727 -4.18858 -0.81979
H 2.93895 -5.67385 1.04368
H 3.43824 -4.08780 1.54260
H 1.40090 -4.48840 2.68414
H 0.65316 -5.21516 1.28139
H 1.64837 -1.70493 2.89933
H 0.92935 -0.60162 1.75397
H 3.60537 -2.05415 1.41312
H 3.33245 -0.41108 1.82903
H 5.21679 -1.30884 -1.18521
H 3.99577 -1.76063 -2.34900
H 4.85650 -3.28777 0.14752
H 5.02169 -3.74391 -1.52109
N 1.03267 0.00478 -5.97612
C 0.58957 0.78439 -4.91000
C 0.51858 0.29018 -3.60797
N 0.10070 1.03028 -2.55066
C -0.22803 2.30510 -2.84777
C -0.14734 2.80702 -4.13571
N 0.26060 2.05883 -5.18891
H 0.50249 -0.85512 -6.05808
H 0.95216 0.57780 -6.81325
H 0.80709 -0.72949 -3.37947
H -0.55794 2.91951 -2.01812
H -0.41059 3.83448 -4.35914
N 2.16161 2.51471 -0.08916
N 0.91984 2.52489 0.62974
H 2.57605 3.44542 -0.19021
H 2.04481 2.14642 -1.03832
H 0.26757 3.28041 0.31202
H 1.07487 2.63162 1.65790
H 0.38874 -1.82418 -1.77086
*
```

3.
This record from OMol25 describes a gas-phase ion, C17H26NO4 (charge +1). The level of theory is wB97M-V/def2-TZVPD.

Values from the calculation:
LUMO energy in eV: -2.041
Structure (SMILES): O[C@H](COC[C@H]1COc2ccccc2O1)C[NH+]1CCCCC1
Energy above the lowest of the compared OMol25 structures with the same formula, charge and spin in eV: 0.2123
HOMO in eV: -11.4912

```
! wB97M-V def2-TZVPD RIJCOSX def2/J DEFGRID3
* xyz 1 1
O -2.42577 1.23310 -2.20301
C -1.40334 1.42004 -1.25753
C -1.61165 2.67776 -0.38338
O -0.49556 2.95187 0.42324
C -0.30696 2.14977 1.57508
C 0.90088 1.20120 1.43257
C 1.44687 0.79165 2.80525
O 0.45577 0.13113 3.55116
C -0.21248 -0.82960 2.84726
C -0.99318 -1.74519 3.54487
C -1.68221 -2.73230 2.86968
C -1.59947 -2.81950 1.48895
C -0.84343 -1.90268 0.78333
C -0.15056 -0.90539 1.45571
O 0.58208 0.01856 0.70457
C -0.07898 1.56374 -2.02282
N 0.66437 0.29112 -2.11727
C -0.01065 -0.68069 -3.01022
C 0.70001 -2.02685 -2.96967
C 2.16025 -1.86509 -3.38021
C 2.82753 -0.82746 -2.48268
C 2.06809 0.49172 -2.54573
H -3.29145 1.37609 -1.80485
H -1.35503 0.54523 -0.58923
H -2.52123 2.56043 0.22088
H -1.72679 3.55221 -1.02934
H -0.10344 2.83431 2.40423
H -1.20912 1.57678 1.81408
H 1.68216 1.70627 0.85665
H 1.75365 1.66002 3.38795
H 2.31171 0.12945 2.65730
H -1.03391 -1.65909 4.61805
H -2.27990 -3.43968 3.42104
H -2.12833 -3.59433 0.95791
H -0.78815 -1.95759 -0.29353
H 0.54120 2.29412 -1.49793
H -0.30227 1.93012 -3.02687
H 0.69017 -0.09920 -1.15307
H -1.05534 -0.76945 -2.70929
H 0.01223 -0.27276 -4.02340
H 0.18987 -2.71381 -3.64399
H 0.65009 -2.45072 -1.96448
H 2.67872 -2.81868 -3.29566
H 2.21973 -1.54600 -4.42176
H 3.85648 -0.65879 -2.79818
H 2.85043 -1.18793 -1.45185
H 2.53298 1.23183 -1.89188
H 2.06310 0.88157 -3.56617
*
```

4.
This record from OMol25 describes a molecular structure, C17H27IN3O7PtS. The level of theory is wB97M-V/def2-TZVPD.

Values from the calculation:
LUMO energy in eV: -2.716
Energy above the lowest of the compared OMol25 structures with the same formula, charge and spin in eV: 1.6745
HOMO in eV: -11.2372

```
! wB97M-V def2-TZVPD RIJCOSX def2/J DEFGRID3
* xyz 1 1
Pt -0.12799 0.41971 -0.29559
C 0.99368 -4.94075 1.23716
N 1.57031 -3.67296 0.79983
C 3.02523 -3.58610 0.74154
C 0.82689 -2.61320 0.44986
O 1.28044 -1.56228 0.02617
C -0.68909 -2.75287 0.53976
O -1.33518 -1.49111 0.42909
C -1.87344 -0.97049 1.62467
C -0.90511 -0.03778 2.32262
O 0.11847 0.36419 1.72119
N -1.19288 0.36100 3.55025
C -0.34790 1.32789 4.25051
C -2.41470 -0.07639 4.23240
H 1.72485 -5.72475 1.05609
H 0.10092 -5.19274 0.66854
H 0.75460 -4.93761 2.30329
H 3.40482 -4.12447 -0.12837
H 3.44482 -4.02637 1.64552
H 3.32048 -2.54460 0.67191
H -0.98378 -3.26089 1.45951
H -1.02541 -3.35229 -0.30884
H -2.18292 -1.78135 2.28680
H -2.75843 -0.38823 1.35306
H 0.53252 1.54391 3.65653
H -0.04850 0.91085 5.21125
H -0.90652 2.24906 4.41453
H -3.30298 0.15344 3.64566
H -2.48086 0.46104 5.17325
H -2.39116 -1.14309 4.45274
C -4.94716 1.99537 -7.16955
C -4.24527 1.52701 -5.92383
C -2.86815 1.32689 -5.91008
C -2.21954 0.88603 -4.76875
C -2.96480 0.63909 -3.62066
C -4.34124 0.84175 -3.60496
C -4.96836 1.27319 -4.76024
S -2.16791 0.15104 -2.14801
O -1.77596 -1.22997 -2.22870
O -3.04613 0.53480 -1.06029
O -0.87384 1.01528 -2.09495
H -4.23964 2.36119 -7.91160
H -5.65447 2.79380 -6.94453
H -5.51239 1.17786 -7.62100
H -2.29295 1.52256 -6.80708
H -1.14834 0.73229 -4.76963
H -4.90385 0.66133 -2.70019
H -6.04120 1.42608 -4.75702
N -1.21570 3.37629 -0.57968
C 0.03822 3.26268 -0.20842
O 0.64654 2.16164 -0.12301
C 0.81836 4.48635 0.14418
I 0.37263 5.10739 2.12945
H -1.71787 2.55609 -0.90219
H -1.64596 4.28395 -0.63758
H 0.57319 5.32269 -0.50245
H 1.87776 4.26402 0.10945
*
```

5.
This record from OMol25 describes a molecular structure, C17H27N3S2Ti. The level of theory is wB97M-V/def2-TZVPD.

Values from the calculation:
LUMO energy (alpha / beta) in eV: -10.967 / -11.938
⟨S²⟩: 0.7862
Energy above the lowest of the compared OMol25 structures with the same formula, charge and spin in eV: 0.8671
HOMO (alpha / beta) in eV: -17.9632 / -19.1959

```
! wB97M-V def2-TZVPD RIJCOSX def2/J DEFGRID3
* xyz 3 2
Ti -0.06120 0.34965 -0.85402
S 1.97174 -0.90239 -0.11027
S -1.72385 1.77131 0.35682
C 2.11336 -1.33046 1.69356
C 3.21341 0.47174 -0.03506
C 2.65197 1.67837 0.65065
N 1.28810 2.03545 0.09624
C 0.64403 3.09471 0.94497
C -0.74459 3.32376 0.41738
H 3.56359 0.66604 -1.04695
H 4.03646 0.04289 0.53397
H 3.34762 2.52415 0.52071
H 2.54338 1.52569 1.72915
H 1.21414 4.03875 0.87975
H 0.66318 2.76627 1.99220
H -0.76071 3.72028 -0.60306
H -1.34477 3.95515 1.06854
C -1.77348 1.45458 2.19599
H 1.53379 2.55459 -0.75848
H -0.82692 1.06381 2.60462
H -2.57858 0.72129 2.35223
H -2.03942 2.42124 2.65102
H 1.69382 -2.33102 1.83570
H 1.56999 -0.61342 2.31885
H 3.17323 -1.34183 1.97524
C 1.05655 1.03752 -2.33734
C 0.72747 -0.05850 -3.32233
H 2.12357 1.27210 -2.30171
H 0.50215 1.98678 -2.53128
H 1.52741 -0.80634 -3.42986
H 0.57172 0.40185 -4.31448
N -1.76253 -0.07587 -1.91047
C -2.26460 -1.34458 -1.79598
C -3.10453 -1.94060 -2.75387
C -3.89192 -3.02665 -2.36504
C -3.84066 -3.51210 -1.06247
C -2.90658 -3.01674 -0.11312
C -2.89330 -3.34783 1.24968
C -2.01780 -2.69368 2.09249
C -1.12937 -1.74077 1.58128
N -1.10569 -1.39819 0.28532
C -1.99828 -2.00699 -0.55265
H -0.19065 -0.62943 -3.12317
H -2.09642 0.46837 -2.71446
H -3.11782 -1.55805 -3.77045
H -4.57688 -3.48392 -3.07689
H -4.52063 -4.28816 -0.71228
H -3.61176 -4.08683 1.59142
H -2.00119 -2.91107 3.15392
H -0.44199 -1.22442 2.24291
*
```